A cluster of 2 separate species, C4H7NO3 in total, computed with ωB97M-V with the def2-TZVPD basis set.

Each line ends with the natural charge from an NBO analysis.
Cartesian coordinates (Å):
1 C -2.05447 -0.59636 -1.17166  0.2811
2 C 0.97285 0.06227 0.40605  -0.0558
3 C 1.41910 -1.16719 0.32930  0.5060
4 C -0.57911 1.84369 0.70767  -0.2510
5 N -2.34101 -0.15738 -2.19765  -0.7352
6 O 0.76510 -2.26900 -0.25542  -0.7083
7 O 2.58132 -1.45809 1.04087  -0.6932
8 O -0.18955 0.67841 -0.07723  -0.5333
9 H 1.58423 0.77016 1.03938  0.1779
10 H -0.44983 2.83053 0.39815  0.1797
11 H -0.07859 1.85949 1.69041  0.1820
12 H -1.74799 1.59583 0.76132  0.1937
13 H -2.60616 0.29841 -3.07573  0.4553
14 H -0.09680 -1.89797 -0.58807  0.5067
15 H 2.82090 -2.39280 0.99260  0.4945

**LUMO level**: 0.953 eV
**HOMO level**: -0.286 hartree
**Kohn-Sham gap**: 8.7 eV
**Calculated total energy**: -436.95473 Eh

=====

An isolated molecule of C4H7NO4, computed with ωB97M-V with the def2-TZVPD basis set.

Each line ends with the natural charge from an NBO analysis.
Cartesian coordinates (Å):
1 O -0.73959 -1.77304 -0.34984  -0.5769
2 C -1.00637 -0.78342 -0.96560  1.0117
3 O -1.41038 -0.75891 -2.23895  -0.6554
4 O -1.57530 0.44994 -0.31399  -0.5575
5 C -0.48194 0.97426 0.31165  0.3086
6 C 1.03311 0.52312 -0.53604  -0.5454
7 C 1.37121 -0.01766 0.86046  -0.2475
8 N 0.09203 0.40054 1.47463  -0.2008
9 O -0.62970 -0.56444 2.18032  -0.5554
10 H -1.82203 0.09277 -2.44205  0.5140
11 H -0.52206 2.06553 0.32352  0.1852
12 H 1.31049 -0.11445 -1.37172  0.2341
13 H 1.48616 1.48805 -0.75398  0.2134
14 H 2.22640 0.43394 1.36531  0.2013
15 H 1.47342 -1.10333 0.88385  0.2042
16 H -0.80546 -1.31290 1.57242  0.4663

**LUMO level**: 0.305 eV
**HOMO level**: -0.325 hartree
**Kohn-Sham gap**: 9.2 eV
**Calculated total energy**: -512.19612 Eh
**SMILES**: O=C(O)O[C@@H]1CCN1O

=====

An isolated molecule of C4H7NO4, computed with ωB97M-V with the def2-TZVPD basis set.

Each line ends with the natural charge from an NBO analysis.
Cartesian coordinates (Å):
1 N -0.79840 -2.19096 0.54212  -0.7868
2 C -0.26748 -0.81059 0.47436  -0.1615
3 C 0.25878 -0.56866 -0.96473  -0.5176
4 C 1.44854 0.40293 -1.02268  0.8067
5 O 1.77703 0.94614 -2.03944  -0.5859
6 O 2.19246 0.44771 0.10799  -0.7063
7 C -1.31052 0.29000 0.86309  0.7746
8 O -2.28067 0.02479 1.54354  -0.5968
9 O -1.00903 1.48771 0.33237  -0.6872
10 H -1.03034 -2.28643 1.51447  0.3624
11 H -1.70698 -2.08189 0.11553  0.3504
12 H 0.54960 -0.72924 1.17265  0.2369
13 H -0.52319 -0.40960 -1.71340  0.2437
14 H 0.73906 -1.49550 -1.24723  0.2558
15 H 2.96955 1.00348 0.01495  0.5042
16 H -1.62304 2.20306 0.69221  0.5075

**LUMO level**: 0.442 eV
**HOMO level**: -0.376 hartree
**Kohn-Sham gap**: 10.7 eV
**Calculated total energy**: -512.36674 Eh
**SMILES**: N[C@@H](CC(=O)O)C(=O)O

=====

An isolated molecule of C4H7NOS, computed with ωB97M-V with the def2-TZVPD basis set.

Each line ends with the natural charge from an NBO analysis.
Cartesian coordinates (Å):
1 C 0.12134 0.20099 -2.23855  -0.3623
2 C 0.53253 0.35218 -0.96561  -0.1752
3 C -0.11642 0.18410 0.39499  0.2693
4 C 0.67428 -0.90049 1.13107  -0.6344
5 O -1.46890 -0.32119 0.26393  -0.7467
6 N -0.03077 1.40171 1.12624  -0.4875
7 S -1.32768 1.95753 1.82428  0.3424
8 H 0.84747 0.04019 -2.95019  0.1984
9 H -0.95121 -0.07102 -2.52937  0.2073
10 H 1.49934 0.59853 -0.82884  0.1887
11 H 1.54840 -0.63343 1.74904  0.2416
12 H 0.77013 -1.82041 0.56609  0.2407
13 H 0.07669 -1.28614 2.04674  0.2331
14 H -2.17520 0.29745 0.41017  0.4844

**LUMO level (alpha / beta)**: -1.428 / -1.428 eV
**HOMO level (alpha / beta)**: -0.328 / -0.328 hartree
**Kohn-Sham gap (alpha / beta)**: 7.5 / 7.5 eV
**Calculated total energy**: -684.67703 Eh
**SMILES**: C=C[C@](C)(O)N=S

=====

An isolated molecule of C4H7NOS, computed with ωB97M-V with the def2-TZVPD basis set.

Each line ends with the natural charge from an NBO analysis.
Cartesian coordinates (Å):
1 O -2.17886 -1.36472 0.85426  -0.5621
2 C -1.07304 -1.56071 0.52406  0.5433
3 N -0.21983 -0.51690 0.16618  -0.4579
4 C 1.13044 -0.56450 -0.41898  -0.2178
5 C 0.91206 0.94696 -0.75028  -0.4297
6 C -0.45297 0.81647 -0.25396  -0.0906
7 S -0.81871 1.92028 1.27835  -0.1086
8 H -0.67219 -2.51365 0.29155  0.1128
9 H 1.34511 -1.03760 -1.36233  0.2005
10 H 1.78692 -0.71364 0.42730  0.2042
11 H 1.62247 1.69790 -0.18942  0.2436
12 H 0.92294 1.05162 -1.85790  0.2155
13 H -1.35239 0.82776 -0.87425  0.2211
14 H -0.95198 1.01073 2.16542  0.1257

**LUMO level**: 0.787 eV
**HOMO level**: -0.334 hartree
**Kohn-Sham gap**: 9.9 eV
**Calculated total energy**: -684.73100 Eh
**SMILES**: O=CN1CC[C@@H]1S

=====

An isolated molecule of C4H7NOS, computed with ωB97M-V with the def2-TZVPD basis set.

Each line ends with the natural charge from an NBO analysis.
Cartesian coordinates (Å):
1 C -1.38864 -1.29597 0.70163  -0.7115
2 C -0.95802 -0.08806 -0.07307  -0.0118
3 S -1.75026 1.31988 0.02364  0.0128
4 C 0.37747 -0.07931 -0.77079  -0.5936
5 C 1.51906 0.72592 -0.01341  0.7011
6 N 1.13235 1.89389 0.58862  -0.8459
7 O 2.58352 0.14075 0.01014  -0.5887
8 H -0.76082 -1.85860 1.40332  0.2581
9 H -1.66280 -2.15296 -0.00702  0.2427
10 H -2.39617 -1.02745 1.17047  0.2398
11 H 0.72859 -1.05827 -1.15571  0.2458
12 H 0.23153 0.49601 -1.63735  0.2474
13 H 0.18242 2.11799 0.33097  0.3928
14 H 1.53072 2.25375 1.42325  0.4112

**LUMO level**: -0.593 eV
**HOMO level**: -0.337 hartree
**Kohn-Sham gap**: 8.6 eV
**Calculated total energy**: -684.77234 Eh
**SMILES**: CC(=S)CC(N)=O

=====

> What is the formula in the sixth record?

C4H7NOS

=====

> Which of these has the lowest calculated total energy?

number 6

=====

> Which value of calculated total energy does entry 4 give?

-684.67703 Eh